C10H21N5O2PS | ωB97M-V with the def2-TZVPD basis set

Summary:
- gap between HOMO and LUMO (eV) = 10.020
- energy above the lowest of the compared OMol25 structures with the same formula, charge and spin (kcal/mol) = 0.00
- calculated total energy (eV) = -42372.97894
- net charge = +1
- LUMO energy (eV) = -3.1

Last column: Löwdin charge in e.
Element x y z (Å)
C  -0.6069  0.8877  -4.5027  0.029
C  -0.8075  0.3526  -3.1271  -0.498
O  -1.5131  0.8551  -2.2860  0.109
N  -0.1377  -0.9211  -2.8522  -0.412
C  -1.1051  -2.0425  -3.0015  -0.069
S  0.7569  -1.0231  -1.4441  0.934
C  0.3812  0.2478  -0.2257  -0.271
P  2.7157  -0.2782  -2.2267  0.735
N  3.4590  -0.1629  -0.7425  -0.198
O  3.2519  -1.6839  -2.8430  -0.305
H  -1.2707  0.3613  -5.1835  0.103
H  -0.8983  1.9294  -4.5170  0.100
H  0.4143  0.7717  -4.8371  0.087
H  -1.7624  -2.1109  -2.1418  0.093
H  -1.7003  -1.8585  -3.8859  0.099
H  -0.5644  -2.9685  -3.1327  0.086
H  1.3441  0.4295  0.2461  0.043
H  -0.2868  -0.1744  0.5110  0.032
H  0.0367  1.1665  -0.6673  0.051
H  4.3938  0.2071  -0.8836  0.059
H  3.5440  -1.0470  -0.2354  -0.009
H  2.5658  -2.2854  -3.1453  0.046
C  -2.5855  2.0720  1.0402  -0.047
C  -1.6436  2.5383  2.0440  -0.252
N  -0.8873  2.8689  2.8388  0.152
H  -3.4790  1.6665  1.5107  0.094
H  -2.8840  2.8754  0.3699  0.092
H  -2.1355  1.2860  0.4401  0.046
C  0.4939  -2.2260  2.3733  -0.070
C  1.8093  -2.2675  1.7636  -0.240
N  2.7943  -2.2319  1.1784  0.148
H  -0.2816  -2.3190  1.6141  0.080
H  0.3589  -3.0361  3.0877  0.097
H  0.3343  -1.2784  2.8858  0.031
C  -0.5731  1.8935  5.3372  -0.081
C  -0.8996  0.9068  4.3240  -0.290
N  -1.1668  0.1408  3.5135  0.141
H  -0.6445  1.4564  6.3312  0.087
H  0.4390  2.2655  5.1929  0.088
H  -1.2589  2.7360  5.2784  0.079